Computed, not measured: 2 unconnected molecules or ions with the total composition C3H5NO in a non-equilibrium geometry, with ωB97M-V/def2-TZVPD.

The geometry in XYZ format:
```
10
Properties=species:S:1:pos:R:3:nbo_charge:R:1
H 1.00 0.60 0.39 0.18
H -1.01 -1.16 1.85 0.19
H -0.76 1.09 0.50 0.19
C 0.71 2.14 -1.92 0.51
H 0.82 -1.69 1.58 0.20
H -0.21 -1.34 -0.99 0.38
O 0.12 2.08 -2.90 -0.51
N -0.53 -0.94 -0.14 -0.63
C -0.10 -1.06 1.21 -0.24
C -0.04 0.27 0.43 -0.26
```

Charge: 0
Energy relative to the best compared isomer or geometry (same formula, charge and spin) in eV: 2.343
HOMO-LUMO gap in eV: 10.324

=====

Computed, not measured: C3H6N2O2 in the gas phase in a non-equilibrium geometry, with ωB97M-V/def2-TZVPD.

The geometry in XYZ format:
```
13
Properties=species:S:1:pos:R:3:nbo_charge:R:1
N 1.63 -0.61 1.02 -0.13
O -0.17 0.79 -0.08 -0.51
C 0.53 1.34 0.97 0.43
O 1.46 2.28 0.75 -0.67
H -1.13 -0.70 0.90 0.17
C -0.48 -0.55 0.05 0.19
H -1.37 -2.22 -1.00 0.22
H -0.25 -1.30 -1.87 0.23
H -1.92 -0.47 -1.56 0.24
H 0.05 1.55 1.85 0.15
C -1.08 -1.08 -1.28 -0.63
H 1.92 2.17 -0.20 0.50
N 0.81 -1.21 0.44 -0.19
```

Charge: 0
Energy relative to the best compared isomer or geometry (same formula, charge and spin) in eV: 5.088
HOMO-LUMO gap in eV: 8.155

=====

Computed, not measured: 8 unconnected molecules or ions with the total composition H16O8 in a non-equilibrium geometry, with ωB97M-V/def2-TZVPD.

The geometry in XYZ format:
```
24
Properties=species:S:1:pos:R:3:nbo_charge:R:1
O 2.38 3.04 0.60 -0.97
H 0.43 0.43 1.01 0.47
H -2.79 1.93 -0.58 0.46
H 4.21 -0.76 -0.72 0.47
H 3.13 2.38 0.76 0.50
H -3.85 1.33 -1.40 0.46
H -4.79 -1.09 1.52 0.46
O -5.11 -0.50 0.85 -0.95
O 1.90 -2.11 -0.21 -0.92
H -0.52 -0.71 1.63 0.47
H 4.20 -1.83 0.32 0.47
H -2.91 -1.56 -1.74 0.47
H 1.71 0.09 -1.31 0.44
H 1.33 -1.40 -0.59 0.46
H 2.64 3.64 -0.09 0.48
O -3.66 2.12 -0.88 -0.92
H 2.43 -2.44 -0.89 0.45
O 4.60 -1.00 0.16 -0.93
H 1.79 1.49 -0.79 0.49
O -2.58 -1.69 -0.82 -0.95
H -3.23 -1.51 -0.22 0.47
H -5.95 -0.17 1.32 0.48
O 2.36 0.64 -0.92 -0.94
O 0.39 -0.48 1.44 -0.94
```

Structure (SMILES): O.O.O.O.O.O.O.O
Charge: 0
Energy relative to the best compared isomer or geometry (same formula, charge and spin) in eV: 3.648
HOMO-LUMO gap in eV: 10.595

=====

Computed, not measured: CH3NP2 in the gas phase in a non-equilibrium geometry, with ωB97M-V/def2-TZVPD.

The geometry in XYZ format:
```
7
Properties=species:S:1:pos:R:3:nbo_charge:R:1
N -2.50 1.03 1.34 -0.36
H 0.81 1.08 0.12 0.02
H 2.27 -1.47 -0.04 -0.03
H -0.61 0.36 -1.25 0.03
P 1.38 -1.57 -1.14 -0.05
P 0.09 -0.08 -0.14 0.41
C -1.44 0.65 1.12 -0.02
```

Structure (SMILES): N#C[PH2]=P
Charge: 0
Energy relative to the best compared isomer or geometry (same formula, charge and spin) in eV: 2.098
HOMO-LUMO gap (alpha / beta) in eV: 6.949 / 6.948

=====

Computed, not measured: 12 unconnected molecules or ions with the total composition C18H55FN2O14PS in a non-equilibrium geometry, with ωB97M-V/def2-TZVPD.

The geometry in XYZ format:
```
92
Properties=species:S:1:pos:R:3:lowdin_charge:R:1
H -7.47 0.46 2.61 0.06
C 9.32 -5.02 6.75 -0.16
H -8.82 0.80 1.50 0.07
H 8.30 -4.63 6.79 0.07
H -5.56 2.06 -4.41 0.07
N -3.07 3.40 -0.35 0.05
H 3.46 5.34 -2.08 0.11
C 0.64 3.01 -6.14 -0.16
N -2.89 2.11 -0.83 0.07
H 3.81 -1.62 2.16 0.07
H 5.83 -5.38 5.72 0.08
H 3.12 -3.72 3.82 0.07
H 1.73 -2.11 -5.15 0.09
H 0.26 0.04 -1.99 0.06
C 6.19 -5.25 4.70 -0.15
H -5.52 0.76 -6.35 0.07
H 0.59 -2.99 -6.20 0.08
H -3.87 1.55 3.17 0.07
H -9.80 2.78 5.15 0.07
C -4.65 0.93 -5.71 -0.17
H -2.18 1.29 2.67 0.08
H 5.02 0.22 1.43 0.02
O 5.50 -6.19 3.87 -0.13
O 4.52 1.34 0.10 -0.13
H -2.42 5.26 -1.11 0.13
C 1.11 -2.04 -6.05 -0.13
H 1.22 3.91 -5.99 0.08
O 1.70 -3.93 2.36 -0.12
S -1.67 1.04 -3.05 0.97
H -4.07 0.01 -5.66 0.07
H 1.76 -1.84 -6.91 0.08
C -8.78 2.40 5.23 -0.15
H -0.37 -0.91 -6.62 0.08
C 2.83 3.52 -1.14 -0.26
H 9.95 -4.31 6.23 0.08
H 0.36 2.62 -1.48 0.06
H -8.45 2.45 6.27 0.07
H 2.94 4.14 -3.25 0.10
O -5.05 1.25 -4.38 -0.14
H -0.15 2.97 -5.39 0.06
H 5.98 -4.23 4.37 0.07
H 1.00 1.09 -6.12 0.03
O -1.96 3.54 -2.21 0.03
H -5.23 -0.92 -1.59 0.07
H -4.76 -2.44 -0.79 0.07
O -2.62 3.19 3.37 -0.14
O -7.68 -0.88 1.03 -0.14
C -2.52 4.20 -1.15 -0.18
O 1.51 1.90 -6.02 -0.13
C -4.79 -1.36 -0.68 -0.16
H -2.84 3.49 2.49 0.05
H 0.18 3.04 -7.14 0.07
O -8.69 1.07 4.72 -0.13
O 0.18 -0.98 -5.84 -0.14
F 1.49 5.16 -2.31 -0.09
O 5.29 1.05 -1.99 -0.11
C 4.42 1.30 -1.14 -0.87
H 2.99 1.33 -3.07 0.03
H 7.26 -5.43 4.68 0.06
H -3.49 0.06 -0.41 0.01
H -8.24 -1.46 1.54 0.07
C 0.84 2.11 -2.30 -0.43
H 2.12 0.83 -0.77 0.05
H -5.42 -1.10 0.17 0.05
O -3.46 -0.90 -0.50 -0.15
H -7.15 1.09 0.99 0.08
H -9.26 0.51 5.26 0.07
H 9.69 -5.17 7.76 0.07
H 2.33 -5.30 3.79 0.08
H -8.13 3.02 4.62 0.08
H 3.54 -4.88 2.55 0.07
H 5.18 -1.99 3.22 0.05
C 0.12 0.85 -2.70 -0.51
C 4.89 -1.53 2.27 -0.20
H 0.50 0.53 -3.66 0.04
C 2.75 4.55 -2.26 -0.25
H 0.81 2.78 -3.16 0.06
H 3.79 3.63 -0.66 0.08
H 5.39 -2.07 1.45 0.08
H 8.79 -6.88 6.48 0.07
C -7.79 0.44 1.57 -0.15
H -2.59 1.41 4.39 0.07
P 2.66 1.75 -1.74 0.87
H 5.82 -6.07 2.98 0.07
C -2.83 1.79 3.40 -0.16
H -4.03 1.72 -6.14 0.07
O 5.29 -0.18 2.29 -0.14
C -2.23 2.25 -1.92 -0.70
H 2.08 3.77 -0.40 0.09
O 9.35 -6.25 6.02 -0.13
C 2.73 -4.50 3.17 -0.17
H 1.37 -4.62 1.79 0.07
```

Charge: -1
HOMO-LUMO gap in eV: 5.396

=====

Computed, not measured: a molecular structure, H20O10 in a non-equilibrium geometry, with ωB97M-V/def2-TZVPD.

The geometry in XYZ format:
```
30
Properties=species:S:1:pos:R:3:nbo_charge:R:1
H 2.78 0.92 0.49 0.53
O -1.52 -1.43 -0.22 -0.98
O -2.72 0.70 0.74 -0.93
H -1.08 2.59 0.31 0.50
H 0.11 0.00 -1.33 0.43
O -0.67 1.84 -0.11 -0.97
O -0.58 -1.69 2.06 -0.98
O 0.20 0.30 -2.23 -1.01
H -0.40 0.55 0.50 0.50
H 0.34 -1.44 2.15 0.42
H -2.16 0.60 -0.03 0.51
H 0.84 0.15 -0.26 0.44
O 0.01 -0.19 0.05 -0.86
H -0.73 2.03 -1.05 0.53
H -1.02 0.87 2.82 0.47
H 1.39 1.35 0.08 0.52
H 3.21 -0.11 -2.11 0.48
O 2.01 0.63 0.01 -0.85
H 2.20 0.12 -1.01 0.44
O 2.38 -0.44 -1.76 -0.97
H 2.13 -2.62 -1.33 0.45
H 0.92 -0.23 -2.59 0.50
H -0.68 -0.98 -0.16 0.44
O 1.47 -2.13 -0.84 -0.95
H -3.57 1.00 0.39 0.51
O -1.38 0.13 2.33 -0.89
H 1.64 -1.21 -1.06 0.43
H -1.05 -0.85 2.02 0.42
H -2.08 -0.99 0.41 0.41
H -2.00 0.53 1.72 0.46
```

Charge: 0
Energy relative to the best compared isomer or geometry (same formula, charge and spin) in eV: 17.056
HOMO-LUMO gap in eV: 6.505

=====

Computed, not measured: C4H12N2O in the gas phase in a non-equilibrium geometry, with ωB97M-V/def2-TZVPD.

The geometry in XYZ format:
```
19
Properties=species:S:1:pos:R:3:nbo_charge:R:1
H 1.61 0.91 -2.51 0.34
H -0.36 1.58 0.12 0.17
H -1.87 0.77 0.20 0.19
O 1.55 -0.80 1.88 -0.73
H -0.20 -1.82 1.60 0.14
H -0.66 -1.36 -0.56 0.21
H 0.11 -0.71 -2.81 0.19
H -1.49 0.15 2.20 0.37
H -1.26 0.30 -2.38 0.18
H 0.87 -0.52 -0.43 0.22
C -0.79 0.59 0.31 -0.22
C 0.18 -0.92 2.12 0.10
H 0.81 1.68 -1.49 0.33
N -0.60 0.24 1.74 -0.65
H 1.81 0.11 2.04 0.47
C -0.22 0.09 -2.14 -0.21
C -0.19 -0.38 -0.66 -0.45
N 0.66 1.27 -2.41 -0.81
H 0.04 -1.16 3.18 0.16
```

Structure (SMILES): NCCCNCO
Charge: 0
Energy relative to the best compared isomer or geometry (same formula, charge and spin) in eV: 1.788
HOMO-LUMO gap in eV: 9.901

=====

Computed, not measured: a molecular structure, C26H28ClF5LaN2O2 in a non-equilibrium geometry, with ωB97M-V/def2-TZVPD.

The geometry in XYZ format:
```
65
Properties=species:S:1:pos:R:3:lowdin_charge:R:1
C 3.30 2.60 1.61 -0.07
H -0.28 -1.37 -4.64 0.07
C 4.56 -0.17 -1.93 -0.05
C -1.06 -1.16 2.91 -0.25
C 0.66 -1.93 -4.56 -0.05
F -2.79 2.01 2.51 -0.02
H 0.43 -2.99 -4.73 0.08
H -4.20 -0.54 0.33 0.08
H -2.63 2.04 -1.90 0.02
H 4.91 0.02 -2.95 0.07
F -1.15 -2.79 4.64 0.08
H -0.92 -3.35 -2.72 0.12
C -4.37 -0.72 -0.74 -0.04
H 0.85 1.46 3.75 0.07
F -3.02 -1.26 6.00 0.08
H -4.40 -0.87 -3.29 0.12
C -2.93 0.38 4.28 -0.15
H 4.18 -1.07 0.69 0.12
H -0.87 -3.03 -0.95 0.11
Cl 0.07 2.64 -1.82 -0.28
C 1.59 -2.28 -0.91 0.01
C -1.46 0.05 2.37 -0.18
C -3.31 0.00 -1.57 -0.59
H 5.32 -0.79 -1.43 0.08
H 4.53 0.79 -1.40 0.08
La -0.69 1.19 0.18 1.57
C 1.82 1.90 3.50 -0.04
C 3.24 -0.88 -1.95 -0.23
H -3.45 1.78 -0.30 0.06
N -1.95 -0.52 -1.22 -0.09
H -0.13 3.15 2.11 0.06
N 1.61 1.03 1.20 -0.10
H 1.22 4.28 2.27 0.09
C 1.33 -1.73 -3.23 -0.23
H 1.96 2.81 4.10 0.08
F -0.15 -1.94 2.26 0.03
C 0.88 3.39 1.73 -0.10
C 3.10 -0.93 0.58 -0.08
C -2.39 0.80 3.06 -0.28
H -4.32 -1.80 -0.94 0.09
C -2.51 -0.84 4.82 -0.14
H -3.21 0.41 -3.73 0.13
C -1.57 -1.61 4.14 -0.15
H 2.56 -1.53 1.33 0.11
C -1.67 -1.47 -2.10 -0.45
H 1.37 -3.01 -0.12 0.12
H 0.85 3.62 0.65 0.02
H -4.41 1.83 -1.78 0.09
C -3.44 1.51 -1.37 -0.10
O -2.40 -1.44 -3.21 -0.04
C 2.63 -1.35 -0.78 -0.18
C 0.76 -2.18 -2.04 -0.18
H 3.34 3.37 0.83 0.13
C -3.43 -0.41 -3.03 -0.08
C -0.69 -2.60 -1.95 -0.08
O 3.81 1.35 1.03 -0.04
H 3.95 2.87 2.45 0.12
H -5.37 -0.35 -1.01 0.08
C 2.58 -1.10 -3.17 -0.01
H 1.32 -1.59 -5.36 0.07
F -3.85 1.15 4.92 0.08
H 3.03 -0.72 -4.09 0.11
C 1.87 2.26 2.02 -0.59
C 2.80 0.51 0.92 -0.44
H 2.61 1.18 3.74 0.09
```

Charge: -1
HOMO-LUMO gap (alpha / beta) in eV: 3.318 / 3.291

=====

> What is the formula in the sixth record?

H20O10